1.
Molecular formula: C4H16BClCrN4O12
Method: DFT, wB97M-V/def2-TZVPD

```
39
Properties=species:S:1:pos:R:3:forces:R:3
Cr -2.19288 1.64201 2.56375 -1.3 -1.8 -2.6
Cl -1.37798 -0.62778 -0.09854 0.9 -0.8 -1.5
O -1.05573 0.05760 1.11146 1.6 1.7 3.9
O -2.64971 -0.12006 -0.41418 -1.6 -0.8 -1.2
O -0.40131 -0.25533 -1.08733 0.3 0.4 -0.4
O -1.23138 -2.04222 0.10620 -1.0 0.4 0.2
B -4.13324 0.43636 2.43929 -1.3 0.6 0.6
H -4.68430 0.83635 3.27629 -1.8 1.6 3.4
H -4.76181 -0.32501 2.00402 -1.6 -2.7 -1.6
H -3.97575 1.22652 1.72160 1.2 3.5 -3.2
H -3.19323 0.05241 2.80426 4.9 -1.7 1.7
C 2.77082 -0.89456 -2.19717 -0.5 -0.2 -0.8
N 2.30877 0.25071 -3.08284 -1.1 0.0 -1.5
O 1.89865 -0.06092 -4.24246 1.2 1.0 3.3
O 2.34427 1.38821 -2.61733 0.0 -1.4 -0.7
H 2.12169 -1.03879 -1.33348 -0.3 0.5 -0.3
H 3.78468 -0.69472 -1.85040 -0.1 -0.1 -0.4
H 2.62604 -1.75411 -2.85162 0.6 0.0 0.3
C 1.12337 -4.28229 0.03202 0.8 0.2 0.8
N -0.05259 -5.22646 0.19065 0.0 1.3 -3.5
O -0.56220 -5.54402 -0.89274 0.5 -0.2 1.2
O -0.49033 -5.47432 1.26534 0.0 -0.4 1.3
H 0.82145 -3.29487 0.38119 -0.4 -0.2 0.0
H 1.50902 -4.18828 -0.98313 -0.7 -0.5 0.0
H 1.94564 -4.60873 0.66874 -0.2 -0.2 0.1
C -0.89685 3.62503 -1.35807 -0.7 -0.5 0.7
N -1.59039 3.83113 0.00810 1.1 0.6 0.7
O -1.53647 4.93430 0.47696 -0.2 0.1 -0.4
O -2.04399 2.88231 0.66552 0.2 -0.5 -0.4
H -0.96797 2.56241 -1.59026 0.1 0.2 0.0
H 0.12757 3.96643 -1.20936 -0.1 -0.2 0.2
H -1.38752 4.27068 -2.08640 -0.1 -0.1 0.2
C 2.49707 0.67950 0.84553 1.0 0.7 -0.2
N 1.96958 1.82042 1.63654 -2.0 0.9 -1.4
O 2.18531 1.91464 2.81619 0.1 0.0 0.0
O 1.23931 2.60207 0.97438 1.2 -1.1 1.4
H 2.98278 1.18735 0.01229 -0.1 -0.2 -0.2
H 1.65826 0.09198 0.47229 0.0 0.1 0.3
H 3.27132 0.17405 1.42273 -0.5 -0.2 0.1
```
Forces are in eV/Å.

## Properties
**Spin multiplicity**: 5
**LUMO (alpha / beta)**: -0.1046 / -0.0765 Ha
**Kohn-Sham gap (alpha / beta)**: 7.49 / 8.25 eV
**Energy relative to the best compared isomer or geometry (same formula, charge and spin)**: 0.4656 eV



2.
Molecular formula: C6H13O5Rh
Method: DFT, wB97M-V/def2-TZVPD

```
25
Properties=species:S:1:pos:R:3:forces:R:3
O 0.64560 -2.13832 0.20952 -0.7 -0.4 0.3
C 0.72166 -0.97183 -0.44802 0.3 1.1 -1.6
C -0.58048 -0.29006 -0.73039 0.5 1.3 0.7
O -1.51943 -1.30736 -1.14436 -0.4 0.9 -1.6
C -2.91291 -1.06356 -0.95085 -0.9 0.5 0.4
C -3.59255 -2.43360 -0.92776 -1.5 1.2 -1.1
O -2.93762 -3.31464 -0.07221 0.9 0.2 -0.3
Rh -1.08168 -2.95240 -0.05429 0.9 -3.4 2.2
H 1.51625 -0.87366 -1.19991 -0.2 -0.2 0.5
H -0.48205 0.48036 -1.50904 0.0 -0.3 0.2
H -1.00696 0.18628 0.17509 0.2 -0.2 -0.2
H -3.30390 -0.41968 -1.75317 0.1 -0.3 0.2
H -3.05066 -0.55351 0.01844 0.1 -0.1 -0.3
H -3.61901 -2.82220 -1.96684 0.1 -0.2 0.5
H -4.64567 -2.26954 -0.62829 0.4 -0.3 0.0
H 2.27755 0.52491 0.33259 1.6 1.7 1.1
O 3.58209 1.04643 2.00355 -0.2 -0.2 -0.2
C 1.94273 3.19828 1.10233 0.0 0.1 0.2
O 2.97271 2.57976 0.36020 -0.2 -0.2 -0.2
C 3.20356 1.24539 0.67397 -0.9 -1.2 -0.8
H 1.64960 4.10581 0.56384 0.1 -0.2 0.1
H 1.06804 2.53133 1.19510 0.1 0.1 0.0
H 2.28370 3.48153 2.11160 -0.1 -0.1 -0.3
H 4.05118 0.93089 0.05337 -0.2 0.1 0.2
H 2.81825 1.09936 2.58553 0.0 0.0 0.0
```
Forces are in eV/Å.

## Properties
**Spin multiplicity**: 6
**LUMO (alpha / beta)**: -0.1332 / -0.2904 Ha
**Charge**: +1
**Kohn-Sham gap (alpha / beta)**: 8.21 / 4.67 eV
**Energy relative to the best compared isomer or geometry (same formula, charge and spin)**: 0.0000 eV



3.
Molecular formula: CH4O4Si
Method: DFT, wB97M-V/def2-TZVPD

```
10
Properties=species:S:1:pos:R:3:forces:R:3
C 0.50035 -1.34367 -0.89873 0.7 0.2 -1.4
O 1.34196 -2.11926 -0.52781 -0.1 0.0 0.6
O -1.52002 0.54102 -0.74446 -0.7 0.0 -0.4
O -0.57325 -0.44822 1.74222 -2.7 -1.2 -2.8
O 0.60421 1.76945 0.66978 -2.0 -4.1 -1.0
Si -0.32608 0.01344 0.17631 1.4 3.3 2.3
H 0.27654 -1.35337 -2.01564 -0.3 0.2 0.8
H -1.82604 1.44620 -0.62398 0.0 -0.1 0.1
H 0.18646 -0.15124 2.14485 2.7 1.1 2.3
H 1.33587 1.64565 0.07745 1.1 0.6 -0.5
```
Forces are in eV/Å.

## Properties
**Spin multiplicity**: 1
**LUMO**: -0.0225 Ha
**Kohn-Sham gap**: 9.54 eV
**Energy relative to the best compared isomer or geometry (same formula, charge and spin)**: 1.5496 eV



4.
Molecular formula: C24H48NO10
Method: DFT, wB97M-V/def2-TZVPD

```
83
Properties=species:S:1:pos:R:3:forces:R:3
C 0.53453 0.47119 -0.30473 0.4 -0.7 0.4
C 1.28349 -0.71602 0.49820 0.1 0.5 0.1
C 1.26278 -2.09200 -0.31756 0.6 0.3 -0.4
C -0.19901 -2.67082 -0.65637 0.9 -0.5 0.4
C -1.32287 -2.39910 0.45361 -0.9 -0.6 -1.8
C -2.75895 -2.62072 -0.29558 -0.4 0.4 1.2
C -3.47903 -1.24415 -0.68751 -0.5 0.4 -0.7
N -3.94191 -0.45992 0.52245 -0.6 -1.0 -0.3
C -2.58956 -0.26448 -1.59858 1.6 5.2 -0.1
O -2.03850 -0.57830 -2.70386 -1.6 -0.8 2.3
O -2.45294 1.05100 -1.13852 -1.2 -5.2 -1.3
H 1.21713 1.36829 -0.48273 -0.8 -1.1 0.3
H -0.35659 0.80160 0.32937 1.0 -0.3 -1.5
H 0.24438 0.05940 -1.32792 -0.1 0.9 1.4
H 0.76448 -0.80811 1.52879 0.9 -0.1 -1.6
H 2.36916 -0.40828 0.68854 -1.6 -0.7 -0.2
H 1.76626 -1.87120 -1.33773 -0.7 -0.3 1.6
H 1.95709 -2.87411 0.18002 -1.2 1.2 -0.5
H -0.47265 -2.31648 -1.70743 -0.1 -0.2 1.7
H -0.07807 -3.82105 -0.73393 -0.3 1.7 0.0
H -1.35733 -1.33602 0.85935 0.3 -1.5 -0.4
H -1.22680 -3.20946 1.25908 0.0 1.5 -0.9
H -3.44046 -3.13594 0.48709 0.8 0.7 -1.4
H -2.67873 -3.29853 -1.20974 0.0 1.0 1.2
H -4.44185 -1.45345 -1.29580 1.7 -0.1 0.5
H -4.63061 -1.06369 1.01866 0.6 0.4 -0.5
H -4.51131 0.33566 0.17161 0.9 -0.7 0.2
O 4.48140 -0.69329 0.95718 0.9 0.3 0.6
C 5.29457 0.09906 1.37730 -0.5 -0.1 -0.4
O 5.68603 0.04189 2.66411 0.1 -0.4 0.1
C 6.76699 0.80343 3.22011 0.0 0.2 0.1
C 6.30246 2.18393 3.63642 -0.2 0.2 -0.1
C 5.81111 1.20982 0.50556 0.6 -0.1 -0.4
H 7.61822 0.83383 2.53441 -0.1 0.1 -0.1
H 7.10209 0.25783 4.10418 -0.3 -0.2 -0.1
H 5.94375 2.76306 2.78201 0.1 0.0 0.0
H 7.11627 2.73664 4.11073 0.0 0.0 0.0
H 5.46971 2.10902 4.33997 0.1 -0.1 0.0
H 5.09886 2.03538 0.51725 0.0 0.0 0.0
H 5.90639 0.83072 -0.51470 -0.3 0.1 0.1
H 6.79827 1.57095 0.78959 -0.1 0.1 0.1
O -3.26882 0.72116 -9.91511 0.1 0.2 0.7
C -3.37998 0.73517 -8.70733 0.2 -0.2 -0.4
O -2.65264 1.59350 -7.97339 -0.1 0.4 -0.6
C -2.84094 1.81663 -6.56383 0.2 -0.3 0.4
C -2.08653 0.79251 -5.74203 -0.1 0.0 0.0
C -4.25860 -0.26063 -8.00223 -0.7 0.2 0.1
H -3.90426 1.85673 -6.31318 0.0 -0.1 -0.1
H -2.43747 2.80982 -6.35526 0.0 0.0 -0.3
H -2.44942 -0.22052 -5.92930 -0.1 0.1 0.2
H -2.18901 1.00285 -4.67484 0.0 -0.2 0.0
H -1.02498 0.80121 -6.00262 -0.1 0.1 0.0
H -3.71091 -1.19446 -7.87426 0.0 0.1 0.0
H -5.14013 -0.44163 -8.62220 0.3 -0.1 -0.1
H -4.62968 0.08317 -7.03835 0.2 -0.1 0.1
O 5.42639 -1.11977 5.50652 -0.3 -0.8 0.3
C 4.75139 -2.09474 5.25432 0.3 0.5 -0.6
O 4.67446 -3.10731 6.14088 0.1 0.1 0.7
C 3.76965 -4.21489 6.02600 0.0 -0.1 -0.2
C 4.34791 -5.30139 5.14224 0.1 0.0 -0.2
C 4.06485 -2.23859 3.92455 -0.7 0.2 0.1
H 2.78339 -3.88190 5.69333 0.1 0.0 -0.1
H 3.63770 -4.60814 7.03637 0.2 0.2 0.0
H 4.50943 -4.94651 4.12191 -0.1 0.0 0.1
H 3.67914 -6.16394 5.10579 0.0 0.0 0.0
H 5.32032 -5.62471 5.52250 -0.1 0.0 0.1
H 4.77514 -2.62511 3.19376 -0.1 0.1 0.0
H 3.72138 -1.25333 3.60501 0.3 -0.2 -0.1
H 3.18099 -2.87415 3.95163 0.2 -0.2 0.0
O -5.79127 1.85963 -0.95888 0.0 0.6 0.8
C -5.27427 2.79101 -0.38404 0.1 -0.3 -1.0
O -5.63573 3.08511 0.88256 -0.3 -0.4 0.5
C -4.96330 4.04104 1.71150 0.1 0.1 -0.2
C -5.47801 5.44312 1.45400 -0.1 0.1 -0.2
C -4.29642 3.68868 -1.08765 0.6 -0.1 -0.1
H -3.87920 3.96271 1.59878 -0.1 0.0 -0.1
H -5.18683 3.76199 2.74360 -0.1 -0.2 -0.2
H -5.28704 5.75912 0.42593 0.1 0.0 0.1
H -5.00171 6.15778 2.12903 0.0 0.0 0.0
H -6.56028 5.48525 1.60213 0.1 0.0 0.1
H -4.84607 4.43547 -1.66344 -0.1 0.0 0.1
H -3.69487 3.07785 -1.76690 -0.2 -0.1 0.1
H -3.59209 4.18259 -0.42036 -0.1 0.1 0.0
```
Forces are in eV/Å.

## Properties
**Spin multiplicity**: 1
**LUMO**: 0.0814 Ha
**Charge**: -1
**Kohn-Sham gap**: 6.45 eV



5.
Molecular formula: C3H6O3Rb
Method: DFT, wB97M-V/def2-TZVPD

```
13
Properties=species:S:1:pos:R:3:forces:R:3
Rb 0.09320 0.00843 2.72761 1.7 0.6 4.5
C 0.48752 -2.14782 -0.90705 0.9 -2.9 -1.3
O 0.37964 -0.77186 -1.13752 0.0 -0.1 0.7
C -0.14396 -0.06742 -0.17336 -2.7 0.2 0.5
O -0.83138 -0.45631 0.79933 0.4 -0.4 -5.0
O 0.01865 1.19331 -0.48292 2.0 0.3 -0.1
C -0.31254 2.28020 0.35237 -2.3 0.6 -0.1
H 1.11217 -2.46122 -0.07057 -0.3 0.6 0.4
H 1.01793 -2.56975 -1.76072 0.4 0.6 -0.2
H -0.39387 -2.78404 -0.98751 -0.7 0.9 0.7
H 0.06156 2.42330 1.36611 1.0 -0.7 -0.2
H -1.38798 2.16628 0.48863 -0.2 0.6 0.1
H -0.10098 3.18692 -0.21438 0.0 -0.3 0.1
```
Forces are in eV/Å.

## Properties
**Spin multiplicity**: 1
**LUMO**: -0.1371 Ha
**Charge**: +1
**Kohn-Sham gap**: 11.63 eV
**Energy relative to the best compared isomer or geometry (same formula, charge and spin)**: 1.5243 eV



Repeat the second record exactly.
Molecular formula: C6H13O5Rh
Method: DFT, wB97M-V/def2-TZVPD

```
25
Properties=species:S:1:pos:R:3:forces:R:3
O 0.64560 -2.13832 0.20952 -0.7 -0.4 0.3
C 0.72166 -0.97183 -0.44802 0.3 1.1 -1.6
C -0.58048 -0.29006 -0.73039 0.5 1.3 0.7
O -1.51943 -1.30736 -1.14436 -0.4 0.9 -1.6
C -2.91291 -1.06356 -0.95085 -0.9 0.5 0.4
C -3.59255 -2.43360 -0.92776 -1.5 1.2 -1.1
O -2.93762 -3.31464 -0.07221 0.9 0.2 -0.3
Rh -1.08168 -2.95240 -0.05429 0.9 -3.4 2.2
H 1.51625 -0.87366 -1.19991 -0.2 -0.2 0.5
H -0.48205 0.48036 -1.50904 0.0 -0.3 0.2
H -1.00696 0.18628 0.17509 0.2 -0.2 -0.2
H -3.30390 -0.41968 -1.75317 0.1 -0.3 0.2
H -3.05066 -0.55351 0.01844 0.1 -0.1 -0.3
H -3.61901 -2.82220 -1.96684 0.1 -0.2 0.5
H -4.64567 -2.26954 -0.62829 0.4 -0.3 0.0
H 2.27755 0.52491 0.33259 1.6 1.7 1.1
O 3.58209 1.04643 2.00355 -0.2 -0.2 -0.2
C 1.94273 3.19828 1.10233 0.0 0.1 0.2
O 2.97271 2.57976 0.36020 -0.2 -0.2 -0.2
C 3.20356 1.24539 0.67397 -0.9 -1.2 -0.8
H 1.64960 4.10581 0.56384 0.1 -0.2 0.1
H 1.06804 2.53133 1.19510 0.1 0.1 0.0
H 2.28370 3.48153 2.11160 -0.1 -0.1 -0.3
H 4.05118 0.93089 0.05337 -0.2 0.1 0.2
H 2.81825 1.09936 2.58553 0.0 0.0 0.0
```
Forces are in eV/Å.

## Properties
**Spin multiplicity**: 6
**LUMO (alpha / beta)**: -0.1332 / -0.2904 Ha
**Charge**: +1
**Kohn-Sham gap (alpha / beta)**: 8.21 / 4.67 eV
**Energy relative to the best compared isomer or geometry (same formula, charge and spin)**: 0.0000 eV